No. 1
22
Properties=species:S:1:pos:R:3:forces:R:3:nbo_charge:R:1 method="wB97M-V/def2-TZVPD" spin_multiplicity=1 total_charge=+1 relative_energy_ev=1.391
H 1.676165 -0.336513 -0.230974 0.00 -0.11 -0.18 0.199
N -0.136228 -0.752374 0.773253 1.67 0.04 -1.48 -0.560
H -1.285127 -0.513423 -3.605046 -0.68 -0.55 -0.03 0.191
H 3.104788 -1.219516 1.512991 0.31 0.40 0.21 0.238
C 2.087313 -0.963355 1.806772 0.64 -0.62 -0.61 -0.632
H -1.857876 1.705149 1.837318 0.24 0.20 -0.51 0.425
O -1.494756 0.465159 -1.719373 -0.33 -1.10 -0.79 -0.758
C -0.570493 0.489388 0.741782 -1.40 0.73 2.90 0.718
H -0.624657 2.259991 -0.133367 0.00 0.17 -0.03 0.433
H -0.635672 -1.472575 1.265281 -0.20 0.25 0.28 0.422
H 2.052579 0.000997 2.303129 0.01 0.08 -0.03 0.223
H -2.075371 0.086523 2.111136 0.08 -0.48 -0.12 0.411
H 0.821107 1.395512 -0.343670 -0.12 0.30 -0.21 0.408
C 1.297654 -1.038761 0.503472 -0.64 -0.31 0.98 -0.214
H -1.982482 -0.359816 -1.608793 -0.18 0.29 0.34 0.478
C -0.937126 0.329792 -3.042642 0.49 0.71 0.16 -0.262
N -1.606392 0.773140 1.553777 -0.95 0.03 -0.12 -0.772
H -1.202829 1.225920 -3.596142 0.31 0.07 -0.11 0.195
H 1.840517 -1.769158 2.497095 -0.46 0.14 0.07 0.225
H 1.370526 -2.053618 0.125287 -0.03 0.06 -0.36 0.228
N 0.015706 1.576820 0.234413 1.16 -0.74 -0.39 -0.761
H 0.142654 0.170716 -2.985699 0.07 0.42 0.05 0.164

=====

No. 2
22
Properties=species:S:1:pos:R:3:forces:R:3:nbo_charge:R:1 method="wB97M-V/def2-TZVPD" spin_multiplicity=1 total_charge=+1 relative_energy_ev=7.548
N -2.434470 -0.954585 -0.362476 1.57 -1.10 1.52 -0.794
H 2.219291 1.680310 0.276768 -0.49 -0.59 -0.51 0.301
N 3.180835 -0.079734 -0.491346 -1.09 -0.62 0.10 -0.741
H -0.862683 0.340792 1.313342 0.29 -0.89 -0.75 0.337
H 0.753666 -2.833734 1.473504 0.02 0.65 -0.23 0.501
H -2.158531 1.759908 0.082690 2.36 -0.21 -0.77 0.252
H 2.677926 -0.355257 -1.355750 0.89 0.17 0.47 0.385
O 0.170442 -2.086186 1.253546 -0.13 0.08 0.22 -0.905
H 0.672400 -1.279686 0.972568 -0.09 -1.76 0.38 0.444
H -0.782724 2.132257 -1.227064 -1.01 -1.92 1.52 0.252
C -1.919960 0.139461 -1.186092 -1.58 -1.37 -0.62 -0.245
C -1.222420 1.305447 -0.487467 -3.00 2.62 -0.79 -0.406
N 0.848405 0.014822 0.021445 -0.10 3.39 2.10 -0.038
C 2.172006 0.553219 0.348817 0.36 -1.02 -1.12 -0.205
H -1.257727 -0.257627 -1.971714 -0.29 -0.07 0.10 0.210
H 3.602263 -0.942446 -0.079322 -0.42 1.12 -0.36 0.394
H 0.204605 1.730922 1.146728 -0.48 -0.75 -0.94 0.218
C -0.229643 0.870624 0.542469 2.53 0.31 1.23 -0.345
H -1.796220 -1.751071 -0.016788 -1.51 1.90 -0.80 0.424
H -2.909635 0.466176 -1.609604 1.43 0.46 -0.28 0.240
H 2.497026 0.530354 1.409302 -0.64 -0.53 0.08 0.312
H -3.424859 -0.983960 -0.053553 1.38 0.11 -0.53 0.411

=====

No. 3
22
Properties=species:S:1:pos:R:3:forces:R:3:nbo_charge:R:1 method="wB97M-V/def2-TZVPD" spin_multiplicity=1 total_charge=+1 relative_energy_ev=0.913
N -0.551031 0.112795 1.185099 0.03 -0.16 0.25 -0.777
N -1.935551 1.949225 1.042959 -0.31 0.56 -0.35 -0.557
H -3.103730 2.652105 2.623718 0.40 -0.46 -0.09 0.252
H 1.459428 -2.483914 -2.875260 -0.04 0.06 0.31 0.184
N -0.699651 1.290045 -0.798990 -0.03 0.14 -0.22 -0.773
C -1.065031 1.120745 0.477109 0.18 -0.19 -0.08 0.672
H 3.095777 -0.195834 -0.602681 -0.08 -0.40 -0.23 0.193
C 2.879087 -1.134334 -1.140150 0.66 0.46 0.23 -0.259
H -0.028762 0.648455 -1.228860 -0.32 0.32 0.17 0.446
H -0.828291 -0.019385 2.160898 0.32 0.00 -0.80 0.429
H 3.282197 -1.054674 -2.163750 -0.19 -0.05 0.26 0.184
H -2.892751 0.873195 2.606148 0.09 0.38 -0.14 0.218
C -2.387421 1.836955 2.426098 -0.18 0.02 0.40 -0.440
H 3.392627 -1.962404 -0.623251 -0.22 0.19 -0.15 0.184
H 1.569848 -3.391643 -1.334760 -0.07 0.30 -0.09 0.184
H -1.091531 2.061485 -1.344730 0.40 -0.67 0.31 0.424
H 0.119668 -0.527314 0.752729 -0.30 0.27 0.21 0.448
O 1.476728 -1.313264 -1.145060 -0.20 0.19 0.13 -0.587
H -1.545151 1.929885 3.132178 -0.28 0.09 -0.28 0.218
C 1.131028 -2.504994 -1.822500 -0.60 -0.52 -0.27 -0.259
H 0.032218 -2.597974 -1.798530 0.47 0.03 -0.02 0.193
H -2.309711 2.710845 0.471589 0.27 -0.56 0.44 0.424

=====

No. 4
22
Properties=species:S:1:pos:R:3:forces:R:3:nbo_charge:R:1 method="wB97M-V/def2-TZVPD" spin_multiplicity=3 total_charge=+1 s_squared=2.01
C 0.255098 1.514980 1.685817 -0.74 4.08 0.26 -0.102
H 1.575025 -2.177029 -0.163034 1.41 0.89 -1.31 0.242
H -0.796820 1.542670 1.448751 -0.11 -0.19 0.54 0.140
H -1.365092 -0.386892 1.517318 -0.29 -0.58 0.05 0.249
N 0.056075 0.453535 -2.398669 2.99 -0.56 -0.52 -0.889
O 0.691557 0.793830 2.693780 0.58 -1.54 1.18 -0.670
H 1.647839 0.647424 2.639570 -0.13 0.23 0.12 0.490
C 0.780437 -1.843048 0.437776 -1.20 -0.36 0.51 -0.422
N -0.118193 -0.809937 -0.094740 0.17 1.33 -4.89 -0.345
H 0.177735 -2.745434 0.312029 -0.16 -0.13 1.61 0.236
H -0.446491 0.680451 -3.280911 0.10 0.67 1.47 0.433
H -0.701742 1.920420 -0.900270 1.55 -1.16 -0.41 0.242
H 0.844141 2.345510 1.262405 -0.08 -0.53 0.51 0.148
H -0.366106 -0.774864 -1.240635 0.98 -0.80 1.50 0.485
C -1.453471 -0.802540 0.512942 -1.75 -1.32 0.53 -0.440
H 1.065499 2.044206 -1.270564 0.23 0.04 0.03 0.240
C 0.275166 1.313745 -1.161530 -3.11 0.37 -1.95 -0.153
H 1.153781 -1.410806 1.387435 -0.54 -1.17 -0.18 0.248
H -1.877115 -1.908937 0.471420 1.05 2.40 0.30 0.258
N 0.623430 0.414504 -0.139026 1.16 -1.58 -0.09 -0.021
H 1.085067 0.272260 -2.732495 -2.61 0.11 0.57 0.397
H -2.150648 -0.176587 -0.071723 0.50 -0.20 0.16 0.234

=====

No. 5
23
Properties=species:S:1:pos:R:3:forces:R:3:nbo_charge:R:1 method="wB97M-V/def2-TZVPD" spin_multiplicity=1 total_charge=+1 relative_energy_ev=0.000
Si 1.893381 0.191406 0.102603 -1.10 0.43 -0.35 2.112
H -1.084453 -0.550138 1.206682 -0.07 0.06 0.12 0.200
H -0.466081 -2.825540 -0.097035 0.08 0.03 -0.06 0.234
H 2.751153 -0.023129 -2.100939 -0.02 -0.01 0.09 0.434
C -1.303076 -0.858684 0.183600 0.11 0.03 -0.24 -0.490
H 1.884508 -2.269526 -0.012902 0.18 0.13 0.04 0.275
N 2.769754 0.567671 -1.281865 -0.38 -0.24 0.68 -1.299
H -2.254803 -1.387402 0.175660 -0.07 0.01 0.06 0.229
H 3.077854 1.501748 -1.503645 0.04 0.03 0.04 0.433
H 2.466389 2.146200 1.344473 0.04 0.02 0.00 0.430
H 1.067882 -1.721084 1.433411 0.15 0.18 0.02 0.261
C 1.170826 -1.530493 0.361191 0.19 0.43 -0.21 -0.915
O -0.430915 1.119932 -0.889567 2.08 -0.02 0.36 -0.734
H -0.095742 -1.696949 -1.394595 0.00 -0.13 -0.04 0.217
H -2.279373 1.726450 1.102469 -0.04 -0.01 -0.02 0.397
C -1.392773 0.357948 -0.728564 -0.71 -0.60 0.05 0.430
C -0.186943 -1.793142 -0.311106 -0.17 0.17 0.00 -0.386
H -2.866554 2.197475 -0.367792 -0.04 -0.02 0.07 0.409
H -3.552807 0.900335 0.417540 -0.08 0.19 0.09 0.399
H -2.080280 0.205417 -1.579399 0.02 0.00 0.03 0.133
H 1.553540 1.110099 2.289071 0.04 -0.11 -0.07 0.430
N 2.046492 1.232496 1.417471 0.02 -0.45 -0.67 -1.301
N -2.687985 1.398900 0.233249 -0.26 -0.11 0.00 -0.897

=====

No. 6
22
Properties=species:S:1:pos:R:3:forces:R:3:nbo_charge:R:1 method="wB97M-V/def2-TZVPD" spin_multiplicity=1 total_charge=+1 relative_energy_ev=0.713
C 0.381053 1.698946 1.604907 -1.38 -0.74 -1.55 -1.078
C 1.074221 -0.086646 -2.541055 -0.11 -0.16 1.74 -0.388
Si 0.507215 -0.023441 0.636665 0.21 2.57 1.00 1.750
N 1.105335 0.179313 -0.928596 2.19 -0.46 -2.57 -1.144
H 0.538868 -1.676375 2.654935 -0.73 0.30 -0.15 0.279
N -1.698455 -1.228601 -0.426666 -0.13 -4.65 1.27 -0.719
H -2.641954 -1.350553 -0.804415 0.50 0.04 0.07 0.411
C -1.268748 -0.118398 0.054810 -1.72 1.26 -1.28 0.191
H 0.705695 -1.106637 -2.876683 0.12 1.29 0.90 0.216
C 0.977485 -1.449547 1.685373 -2.91 -0.97 -0.86 -1.164
N -1.982634 0.928351 -0.295009 2.91 2.66 2.78 -0.722
H 0.958753 1.784241 2.510977 0.17 0.14 0.15 0.264
H -1.320649 -2.045479 0.126884 -0.77 0.78 -1.54 0.423
H 0.398191 0.747857 -2.838512 0.82 -0.89 -0.51 0.214
H 1.952262 -1.442956 1.925845 3.89 0.46 0.55 0.271
H -1.629180 1.802312 0.170135 -1.07 -0.89 -1.25 0.433
H 2.145259 -0.030325 -2.938647 -1.65 0.36 0.75 0.232
H -0.706357 1.597479 1.875855 0.87 0.21 0.51 0.212
H -2.822220 0.923073 -0.797268 -1.28 -0.04 -0.71 0.412
H 2.039841 0.585360 -0.824167 -0.31 0.05 0.01 0.403
H 0.902645 -2.332396 1.040758 -0.19 -0.19 0.12 0.248
H 0.383373 2.644428 0.983882 0.55 -1.13 0.58 0.255

=====

No. 7
22
Properties=species:S:1:pos:R:3:forces:R:3:nbo_charge:R:1 method="wB97M-V/def2-TZVPD" spin_multiplicity=1 relative_energy_ev=4.436
H -0.946272 2.250502 0.416339 -0.03 0.11 0.03 0.177
H 2.983422 3.447710 1.319287 0.02 -0.06 0.02 0.218
N -2.632192 -0.307131 -0.747571 0.45 -0.25 0.09 -0.422
H -0.987844 -2.552513 -1.771965 -0.16 0.12 0.22 0.340
H 0.698486 3.952426 0.714369 -0.13 0.01 0.06 0.200
C 0.104350 1.984394 0.430934 0.04 0.20 -0.26 -0.001
N 0.332564 0.647417 0.128069 0.18 -0.17 0.31 -0.854
H -0.376165 -0.002612 0.464176 0.04 0.06 -0.16 0.404
H 0.767680 -2.454194 -0.169259 0.01 -0.03 0.01 0.162
H 2.738859 1.707303 1.121300 0.03 0.02 0.06 0.197
C 0.048475 -3.283468 -0.182036 -0.06 0.08 0.10 -0.420
C 1.029506 2.929212 0.608480 -0.06 0.01 0.23 -0.299
H 1.259088 0.327115 0.372217 0.03 -0.01 -0.12 0.367
H 2.979369 2.731106 -0.287353 0.07 -0.01 0.01 0.211
H 0.528272 -4.149820 -0.648542 0.04 0.06 0.09 0.194
N -2.081047 -1.031832 0.103527 -0.65 1.67 0.14 -0.300
H -2.090178 0.438710 -1.216693 -0.35 -0.05 0.22 0.352
H -0.180298 -3.544205 0.852473 0.07 -0.06 -0.03 0.193
C 2.508066 2.688172 0.699117 -0.09 -0.05 -0.26 -0.646
H -3.586813 -0.482685 -1.096849 0.34 0.01 0.00 0.344
H -1.906596 -2.304664 -0.232968 1.62 -2.49 -1.63 0.357
N -1.190731 -2.990943 -0.877052 -1.43 0.83 0.87 -0.775

=====

No. 8
20
Properties=species:S:1:pos:R:3:forces:R:3:nbo_charge:R:1 method="wB97M-V/def2-TZVPD" spin_multiplicity=1 total_charge=+1 relative_energy_ev=2.511
H -0.216752 0.955831 3.497339 -0.69 0.31 -0.79 0.502
C 2.205872 1.009134 -0.906269 5.14 0.63 -1.39 -0.664
C -1.259605 -0.692585 -0.643510 4.36 -2.76 -2.82 -0.235
H 2.090870 2.031651 -1.225701 -0.43 0.19 -0.29 0.240
H 0.253410 -0.053176 0.897457 -0.68 0.52 -1.70 0.476
H -0.971502 -1.853371 -0.760314 0.23 2.55 1.08 0.240
C -2.465199 -0.599700 0.098647 -4.94 -2.59 -1.20 -0.680
H -1.276554 -0.529754 -1.764400 -0.41 0.86 1.39 0.238
H -0.241416 1.135103 -0.147144 -0.50 0.82 0.10 0.419
H 1.779559 -0.902278 -0.647261 -1.15 0.53 -0.03 0.227
H 2.831816 0.974225 -0.026983 -0.62 0.34 1.08 0.239
H 0.760830 -0.042825 3.262018 -0.17 -0.31 -0.90 0.488
H -3.218886 -1.271734 -0.660112 1.93 1.23 2.10 0.264
H 3.058582 0.489941 -1.535013 -1.45 1.55 0.32 0.258
H 0.999227 -0.342609 -2.049677 -0.71 0.99 0.83 0.239
H -2.541422 -1.160657 1.073474 0.23 1.19 -0.91 0.263
H -3.056719 0.287389 -0.070594 0.26 0.80 1.01 0.248
N 0.010053 0.166956 -0.132754 -0.80 -2.24 0.49 -0.541
C 1.212483 0.008881 -1.007297 -0.56 -4.49 -0.04 -0.251
O 0.045351 0.389580 2.748093 0.97 -0.13 1.67 -0.970

=====

| no. | electronic energy (Ha) |
| --- | --- |
| 1 | -400.08143 |
| 2 | -399.85517 |
| 3 | -400.09900 |
| 4 | -399.79461 |
| 5 | -689.64221 |
| 6 | -614.32647 |
| 7 | -379.67078 |
| 8 | -290.48295 |